Version A
{"formula": "C5H8O", "method": "wB97M-V/def2-TZVPD", "elements": ["C", "C", "C", "C", "C", "O", "H", "H", "H", "H", "H", "H", "H", "H"], "xyz": [[1.1384, -0.7359, 0.2456], [0.1041, -0.2538, 1.2768], [-0.6675, 0.3964, 0.1877], [0.1870, -0.6956, -0.9389], [-0.9652, 1.5905, -0.5796], [-1.9778, 0.6920, 0.0383], [1.6051, -1.6917, 0.4527], [1.9128, 0.0302, 0.1231], [-0.4983, -1.0868, 1.6548], [0.4530, 0.3633, 2.1038], [-0.4582, -1.5631, -1.0593], [0.7221, -0.5870, -1.9297], [-1.0743, 2.6079, -0.1726], [-0.4812, 0.9335, -1.4025]], "nbo_charge": [-0.40, -0.44, 0.31, -0.53, -0.23, -0.47, 0.21, 0.20, 0.22, 0.22, 0.21, 0.22, 0.22, 0.27], "e_homo_ev": -9.27, "smiles": "C1CC2(C1)CO2"}

Version B
{"formula": "C5H8O", "method": "wB97M-V/def2-TZVPD", "elements": ["C", "O", "C", "C", "C", "C", "H", "H", "H", "H", "H", "H", "H", "H"], "xyz": [[0.7917, -1.2909, -0.1165], [1.6922, -0.1082, -0.1671], [0.8174, 1.2729, 0.1527], [-0.4725, 0.8042, -0.3711], [-1.7050, -0.1053, -0.1047], [-0.3847, -0.5600, 0.4251], [0.7864, -1.8842, -1.1431], [1.3237, -1.8996, 0.7208], [1.3400, 2.2459, -0.3549], [0.8709, 1.5190, 1.1297], [-0.1134, 0.7617, -1.3990], [-2.5632, 0.2092, 0.6495], [-2.1868, -0.6718, -0.8994], [-0.1967, -0.2930, 1.4779]], "nbo_charge": [-0.11, -0.61, -0.05, -0.34, -0.35, -0.22, 0.20, 0.21, 0.21, 0.17, 0.22, 0.22, 0.24, 0.21], "e_homo_ev": -8.90, "smiles": "C1OC[C@@H]2C[C@@H]12"}

Version C
{"formula": "C5H8O", "method": "wB97M-V/def2-TZVPD", "elements": ["C", "C", "C", "C", "O", "C", "H", "H", "H", "H", "H", "H", "H", "H"], "xyz": [[-1.8544, 0.2633, -0.6396], [-0.4972, 0.1242, -0.0380], [0.5224, 0.9928, -0.0100], [1.5879, 0.5035, 0.8929], [1.2282, -0.7229, 1.2386], [-0.0596, -1.0874, 0.7186], [-2.0710, -0.5588, -1.3299], [-1.9484, 1.2101, -1.1771], [-2.6207, 0.2400, 0.1455], [0.5732, 1.9495, -0.5213], [2.9633, 0.3452, -0.1285], [2.9846, 0.0583, -0.8436], [-0.6796, -1.3361, 1.5837], [0.0339, -1.9747, 0.0796]], "nbo_charge": [-0.65, 0.06, -0.36, 0.22, -0.47, -0.14, 0.23, 0.23, 0.23, 0.22, 0.03, -0.03, 0.21, 0.21], "e_homo_ev": -8.21}

Which structure is most stable, and how do the rest compare? From most to least stable: version C, version A, version B.

Version A
{"formula": "C5H8O", "method": "wB97M-V/def2-TZVPD", "elements": ["C", "C", "C", "C", "C", "O", "H", "H", "H", "H", "H", "H", "H", "H"], "xyz": [[-1.9212, 1.2167, -0.4523], [-1.5021, -0.2035, -0.2790], [-0.2318, -0.6721, -0.2343], [0.9390, 0.0591, -0.6222], [2.1594, -0.3680, 0.0955], [2.0566, -1.0802, 1.3245], [-2.7281, 1.3093, -1.1872], [-2.3310, 1.5684, 0.5041], [-1.0772, 1.8564, -0.7245], [-0.1062, -1.6995, 0.1272], [-2.3024, -0.9085, -0.0509], [2.8420, 0.4899, 0.1979], [2.6674, -1.0441, -0.6163], [1.5355, -0.5237, 1.9175]], "nbo_charge": [-0.68, -0.01, -0.43, 0.07, -0.25, -0.72, 0.23, 0.23, 0.24, 0.22, 0.19, 0.20, 0.24, 0.46], "e_homo_ev": [-8.16, -8.16]}

Version B
{"formula": "C5H8O", "method": "wB97M-V/def2-TZVPD", "elements": ["C", "C", "C", "C", "O", "C", "H", "H", "H", "H", "H", "H", "H", "H"], "xyz": [[-1.0213, 1.3223, 0.5089], [-0.4035, 0.5332, -0.6243], [0.9405, -0.1554, -0.5510], [1.0500, -0.9906, 0.7186], [-0.2200, -1.6292, 0.4757], [-0.3202, -0.9513, -0.7694], [-0.6392, 1.0121, 1.4853], [-2.1126, 1.2361, 0.5318], [-0.7733, 2.3820, 0.3796], [-0.5492, 0.9890, -1.6043], [1.7656, 0.0662, -1.2177], [1.0757, -0.4890, 1.6937], [1.8643, -1.7223, 0.6590], [-0.6704, -1.5179, -1.6283]], "nbo_charge": [-0.61, -0.24, -0.29, -0.06, -0.52, 0.10, 0.21, 0.21, 0.21, 0.22, 0.22, 0.17, 0.18, 0.20], "e_homo_ev": -9.22}

Which structure is most stable, and how do the rest compare? From most to least stable: version B, version A.

Version A
{"formula": "C5H8O", "method": "wB97M-V/def2-TZVPD", "elements": ["C", "C", "O", "C", "C", "C", "H", "H", "H", "H", "H", "H", "H", "H"], "xyz": [[0.3714, -2.1977, -2.0352], [0.0467, -1.7233, -0.9671], [-0.3204, -1.2240, 0.6420], [-0.0797, 0.1165, 0.8533], [1.2211, 0.6496, 0.1726], [-1.3116, 0.9786, 0.6108], [0.9479, -2.3985, -2.9051], [0.1783, 0.1826, 1.9963], [1.4598, 1.5314, 0.5551], [1.9946, -0.0686, 0.2914], [0.7701, 0.6835, -0.9444], [-1.2718, 2.0142, 0.6994], [-2.0901, 0.6145, 1.3678], [-1.9164, 0.8412, -0.3368]], "nbo_charge": [-0.35, 0.23, -0.45, 0.11, -0.60, -0.66, 0.25, 0.19, 0.20, 0.22, 0.21, 0.22, 0.22, 0.22], "e_homo_ev": -10.19, "smiles": "C#COC(C)C"}

Version B
{"formula": "C5H8O", "method": "wB97M-V/def2-TZVPD", "elements": ["C", "C", "C", "C", "C", "O", "H", "H", "H", "H", "H", "H", "H", "H"], "xyz": [[0.7465, 0.4135, 1.6161], [0.6861, -0.7858, 0.7176], [0.4648, -0.7959, -0.5984], [-0.1136, 0.3745, -1.3634], [-1.5717, 0.2370, -0.9724], [-2.0727, 0.7962, -0.0273], [0.0194, 0.3556, 2.4338], [0.5771, 1.3556, 1.0900], [1.7443, 0.4485, 2.0706], [0.8593, -1.7439, 1.2050], [0.5015, -1.7434, -1.1321], [0.0228, 0.2691, -2.4449], [0.2698, 1.3473, -1.0435], [-2.1333, -0.5282, -1.5509]], "nbo_charge": [-0.66, -0.14, -0.21, -0.55, 0.45, -0.53, 0.23, 0.22, 0.22, 0.20, 0.21, 0.22, 0.23, 0.11], "e_homo_ev": -9.25, "smiles": "C/C=C\\CC=O"}

Which structure is most stable, and how do the rest compare? From most to least stable: version B, version A.